The following is a quantum chemistry calculation of a structure of composition C30H25Cl2N10O3SSc in a non-equilibrium geometry, from the Open Molecules 2025 dataset.

Results
energy above the lowest of the compared OMol25 structures with the same formula, charge and spin	1.253	eV
net charge	+2

Geometry (Å):
1 Sc -0.79 0.40 2.33
2 Cl 3.01 3.20 7.81
3 C 2.33 2.59 6.36
4 C 3.16 2.40 5.24
5 C 2.64 1.94 4.06
6 Cl 3.64 1.69 2.68
7 C 1.26 1.66 3.92
8 O 0.77 1.33 2.75
9 C 0.45 1.77 5.09
10 C -0.88 1.26 5.10
11 O -1.44 0.65 4.16
12 C 1.00 2.27 6.29
13 H 4.21 2.62 5.33
14 H -1.44 1.38 6.03
15 H 0.37 2.38 7.17
16 C 2.94 -3.20 0.87
17 N 1.74 -2.74 1.55
18 C 1.45 -1.53 1.99
19 N 0.23 -1.53 2.55
20 C -0.16 -2.84 2.42
21 N 0.72 -3.58 1.82
22 C 3.22 -2.62 -0.51
23 C 4.40 -3.06 -1.11
24 C 4.77 -2.60 -2.36
25 C 3.95 -1.72 -3.05
26 C 2.76 -1.28 -2.47
27 C 2.40 -1.73 -1.19
28 C 1.93 -0.38 -3.27
29 N 2.13 -0.09 -4.52
30 N 1.14 0.75 -4.91
31 C 0.37 0.95 -3.89
32 O 0.82 0.26 -2.81
33 C -0.83 1.79 -3.88
34 C -1.21 2.39 -5.08
35 C -2.33 3.20 -5.12
36 C -3.07 3.42 -3.97
37 C -2.70 2.84 -2.76
38 C -3.56 3.13 -1.54
39 N -2.85 2.94 -0.28
40 C -2.92 1.91 0.55
41 N -1.95 2.03 1.47
42 C -1.34 3.21 1.12
43 N -1.86 3.77 0.07
44 C -1.57 2.03 -2.72
45 H 2.85 -4.28 0.81
46 H 3.79 -2.97 1.52
47 H 2.11 -0.68 1.91
48 H -1.09 -3.23 2.81
49 H 5.03 -3.77 -0.58
50 H 5.70 -2.93 -2.80
51 H 4.22 -1.35 -4.03
52 H 1.48 -1.37 -0.76
53 H -0.62 2.21 -5.97
54 H -2.63 3.66 -6.05
55 H -3.95 4.06 -4.01
56 H -4.44 2.49 -1.52
57 H -3.89 4.17 -1.58
58 H -3.64 1.12 0.47
59 H -0.50 3.64 1.66
60 H -1.25 1.56 -1.80
61 S -1.02 -0.55 -0.13
62 C -1.88 -1.91 -0.66
63 N -1.78 -2.39 -1.89
64 C -2.65 -3.55 -2.11
65 C -3.23 -3.81 -0.71
66 N -2.75 -2.64 0.04
67 H -1.23 -1.96 -2.61
68 H -2.08 -4.40 -2.49
69 H -3.42 -3.31 -2.84
70 H -2.85 -4.73 -0.27
71 H -4.32 -3.84 -0.71
72 H -2.92 -2.51 1.02

The following is a quantum chemistry calculation of a cluster of 6 separate species, C7H23O6 in total in a non-equilibrium geometry, from the Open Molecules 2025 dataset.

Results
energy above the lowest of the compared OMol25 structures with the same formula, charge and spin	3.350	eV
net charge	-1

Geometry (Å):
1 C 2.30 0.25 1.45
2 O 2.18 -1.03 1.99
3 C 1.34 1.38 1.97
4 C 0.84 2.32 1.03
5 C -0.09 1.60 0.07
6 C 0.13 1.12 -1.14
7 C -1.49 1.65 0.67
8 C -2.67 1.17 -0.18
9 H 2.29 0.17 0.42
10 H 3.26 0.70 1.71
11 H 1.81 1.93 2.77
12 H 0.64 0.77 2.57
13 H 1.69 2.73 0.56
14 H 0.27 3.09 1.45
15 H -0.60 0.50 -1.66
16 H 1.01 1.15 -1.70
17 H -1.57 1.18 1.66
18 H -1.73 2.73 0.87
19 H -3.42 0.70 0.44
20 H -3.07 1.98 -0.81
21 H -2.32 0.52 -1.02
22 H 2.39 -1.94 1.01
23 H 2.67 -3.54 0.72
24 O 2.69 -2.75 0.26
25 H -0.18 -1.53 1.11
26 H 0.65 -1.56 2.27
27 O -0.36 -1.92 1.99
28 H -1.95 2.91 -1.67
29 H -2.69 2.97 -2.96
30 O -1.84 3.09 -2.62
31 H -2.31 -2.68 -0.83
32 H -2.86 -2.79 -2.37
33 O -2.54 -3.18 -1.61
34 H 0.54 -2.03 -1.95
35 H 0.80 -2.62 -3.51
36 O 0.19 -2.01 -2.81

The following is a quantum chemistry calculation of a structure of composition C24H56BeN8O12SY in a non-equilibrium geometry, from the Open Molecules 2025 dataset.

Results
energy above the lowest of the compared OMol25 structures with the same formula, charge and spin	0.337	eV
net charge	+3

Geometry (Å):
1 Y 12.72 -5.44 -24.50
2 Be 6.94 -4.85 -25.62
3 S 9.81 -5.24 -25.00
4 O 10.67 -4.61 -23.97
5 O 8.67 -6.03 -24.49
6 O 9.24 -4.26 -25.93
7 O 10.86 -6.06 -25.65
8 C 13.74 -8.20 -26.25
9 O 13.42 -7.02 -26.08
10 N 14.99 -8.70 -26.12
11 C 15.07 -10.19 -26.24
12 C 16.25 -8.07 -25.88
13 H 12.98 -8.97 -26.44
14 H 15.01 -10.50 -27.29
15 H 14.33 -10.74 -25.67
16 H 16.08 -10.53 -26.00
17 H 17.08 -8.65 -26.27
18 H 16.23 -7.01 -26.15
19 H 16.57 -8.01 -24.83
20 C 11.16 -8.40 -23.47
21 O 11.96 -7.48 -23.65
22 N 10.44 -8.57 -22.35
23 C 9.26 -9.41 -22.36
24 C 10.57 -7.79 -21.13
25 H 10.73 -9.09 -24.21
26 H 9.19 -9.89 -23.33
27 H 8.36 -8.80 -22.22
28 H 9.25 -10.14 -21.54
29 H 11.56 -7.34 -21.06
30 H 9.85 -6.97 -21.11
31 H 10.43 -8.43 -20.26
32 C 13.33 -1.99 -23.71
33 O 13.13 -3.17 -24.01
34 N 12.74 -0.97 -24.31
35 C 13.22 0.43 -24.22
36 C 11.67 -1.12 -25.25
37 H 13.99 -1.73 -22.87
38 H 14.07 0.69 -23.61
39 H 12.32 0.89 -23.81
40 H 13.30 0.87 -25.22
41 H 12.14 -1.01 -26.23
42 H 11.17 -2.08 -25.23
43 H 10.88 -0.41 -25.02
44 C 8.01 -1.54 -26.37
45 O 7.25 -2.48 -26.20
46 N 7.93 -0.75 -27.47
47 C 8.88 0.34 -27.53
48 C 7.28 -1.21 -28.69
49 H 8.71 -1.12 -25.64
50 H 9.74 0.02 -28.13
51 H 9.19 0.73 -26.56
52 H 8.43 1.24 -27.94
53 H 6.78 -0.40 -29.22
54 H 8.02 -1.64 -29.35
55 H 6.56 -1.98 -28.44
56 C 7.55 -8.06 -26.21
57 O 6.80 -7.09 -26.36
58 N 7.63 -9.10 -27.04
59 C 8.56 -10.18 -26.70
60 C 6.86 -9.22 -28.25
61 H 8.16 -8.15 -25.30
62 H 9.31 -9.85 -25.98
63 H 9.03 -10.74 -27.50
64 H 7.94 -10.94 -26.23
65 H 6.00 -8.57 -28.38
66 H 7.42 -9.04 -29.17
67 H 6.55 -10.26 -28.36
68 C 8.21 -3.14 -22.92
69 O 7.22 -3.32 -23.63
70 N 8.61 -1.93 -22.50
71 C 9.82 -1.90 -21.63
72 C 7.86 -0.72 -22.72
73 H 8.89 -3.98 -22.74
74 H 10.54 -2.53 -22.16
75 H 9.55 -2.34 -20.67
76 H 10.21 -0.90 -21.44
77 H 8.49 0.11 -23.04
78 H 7.01 -0.99 -23.33
79 H 7.36 -0.37 -21.81
80 C 11.90 -4.01 -27.66
81 O 12.57 -4.14 -26.63
82 N 12.05 -3.10 -28.61
83 C 11.41 -3.20 -29.91
84 C 13.14 -2.11 -28.65
85 H 10.96 -4.58 -27.76
86 H 10.55 -2.53 -29.93
87 H 11.05 -4.22 -30.00
88 H 11.88 -2.71 -30.76
89 H 13.81 -2.53 -29.40
90 H 12.77 -1.19 -29.10
91 H 13.64 -1.92 -27.70
92 C 12.31 -4.65 -21.09
93 O 12.67 -5.09 -22.19
94 N 13.08 -3.87 -20.32
95 C 12.45 -3.22 -19.18
96 C 14.47 -3.57 -20.64
97 H 11.34 -4.95 -20.68
98 H 12.60 -2.15 -19.35
99 H 12.76 -3.38 -18.15
100 H 11.38 -3.35 -19.29
101 H 14.72 -3.86 -21.66
102 H 14.59 -2.48 -20.74
103 H 15.23 -3.79 -19.89

- Which value of net charge does entry 3 give?
  +3

- Look up the net charge of the second one.
  -1